This record from the Open Molecules 2025 dataset describes a molecular structure, C19H27CaCl2N6O9 in a non-equilibrium geometry. The level of theory is wB97M-V/def2-TZVPD.

HOMO ... -4.455 eV
Charge ... -1
Orbital gap ... 6.86 eV
Energy relative to the best compared isomer or geometry (same formula, charge and spin) ... 14.809 eV
E_LUMO ... 0.0883 hartree

Positions of all 64 atoms, in Å:
Ca (0.482796, 0.775353, 0.598933)
Cl (2.087808, 2.593600, -1.545924)
Cl (2.415133, 3.362180, 1.173013)
O (-1.704024, -4.822871, 5.461949)
O (0.478381, 0.343713, 2.785088)
O (-0.341665, -4.150692, 6.983159)
O (-0.573127, -1.163541, 0.646904)
O (4.670497, 0.563775, 2.143603)
O (2.702355, 0.293451, 4.404001)
O (-2.386290, -2.226321, 1.384504)
O (1.843286, 0.211388, 6.373057)
O (2.820690, -0.305406, 1.051513)
N (0.555184, 2.209001, -1.300232)
N (-1.800033, -0.433248, -2.669314)
N (1.217363, -0.818211, -2.091146)
N (-0.910269, -4.012135, 5.909713)
N (-1.750418, 1.463175, -0.473194)
N (1.866327, -0.102391, 5.194098)
C (0.437191, -2.015145, 5.525751)
C (-0.920073, -1.453370, -3.225995)
C (2.175954, 0.950909, -3.692328)
C (-3.743228, 0.204473, -1.297795)
C (3.749660, 0.143075, 1.598297)
C (-2.894211, -0.948005, -1.837998)
C (-3.079880, 0.941007, -0.133813)
C (-0.493227, 2.929025, -1.987433)
C (0.230864, -0.728220, 3.418694)
C (-0.691535, -1.734048, 2.964220)
C (-0.510367, -2.908182, 5.063034)
C (3.312575, 3.525500, -0.444709)
C (0.224167, -1.874371, -2.305575)
C (2.941436, 1.908656, -2.843590)
C (-1.278009, -1.723111, 1.562640)
C (-1.739425, 2.794606, -1.096873)
C (2.037771, -0.532361, -3.278939)
C (-1.060376, -2.768560, 3.789024)
C (0.813462, -0.982342, 4.701887)
H (-1.484334, -2.362224, -3.487870)
H (-2.196400, 0.114639, -3.423580)
H (-0.693850, 2.475864, -2.968423)
H (-3.528508, -1.647416, -2.404703)
H (2.359606, 1.530759, -0.637740)
H (-4.698519, -0.196077, -0.950068)
H (-3.709614, 1.766705, 0.209940)
H (1.709209, 3.762630, -2.224006)
H (3.995725, 1.947811, -2.627978)
H (-3.974003, 0.901897, -2.114301)
H (0.878434, -2.126909, 6.504586)
H (-0.264518, 3.989511, -2.155131)
H (-0.182686, -2.146504, -1.332526)
H (1.829771, -1.108146, -1.338081)
H (-0.506145, -1.060826, -4.158163)
H (0.675947, -2.777377, -2.749812)
H (-2.469272, -1.502316, -0.997773)
H (-2.978163, 0.238380, 0.694860)
H (-1.727444, 3.555538, -0.311384)
H (1.588406, -1.060422, -4.127295)
H (2.687929, 0.928960, -4.663695)
H (-1.789451, -3.480046, 3.428556)
H (-1.387722, 0.820133, -1.186183)
H (1.170261, 1.331169, -3.911504)
H (3.095121, 4.576750, -0.700739)
H (-2.631129, 2.968563, -1.714042)
H (3.044608, -0.951402, -3.161167)

Atoms 1-3, force components in eV/Å:
-0.3 -0.2 -0.1
0.3 0.5 0.2
0.3 0.0 -0.4